Record 1
ORCA calculation (ωB97M-V/def2-TZVPD) on a structure of composition C6H10O6Yb in a non-equilibrium geometry.

Summary:
HOMO-LUMO gap (spin up / spin down)	0.3517 / 0.2290	Eh
ΔE to the lowest compared entry with this formula, charge and spin	0.0000	eV
expectation value of S²	0.76

Structure (ORCA input):
```
! RIJCOSX wB97M-V def2-TZVPD def2/J DEFGRID3
* xyz 3 2
Yb -2.63157 -2.27124 -2.00107
O -0.79504 -1.97158 -3.13066
O 1.32674 -1.61589 -2.69160
O 0.57591 1.73076 1.24183
O 0.51866 3.54728 -0.09158
O 2.26845 3.05930 1.23956
O -0.31490 -1.58355 -1.11060
C -0.17295 -1.17380 1.31060
C -1.11238 0.03078 1.46527
C 0.19282 -1.48070 -2.34651
C 0.59197 -1.32164 0.01756
C 1.06420 2.84510 0.72566
C -0.70918 1.31032 0.76512
H -1.44078 2.10089 0.97519
H 2.65039 3.85146 0.84036
H -0.30573 -2.42189 -3.90999
H 1.25882 -2.18913 0.05990
H -1.24186 0.22813 2.53807
H -2.11590 -0.21262 1.09002
H -0.65492 1.18461 -0.32505
H 0.61889 -1.12425 2.07170
H -0.73179 -2.09859 1.51342
H 1.16013 -0.42374 -0.24720
*
```

Record 2
ORCA calculation (ωB97M-V/def2-TZVPD) on a structure of composition C6H10OS in a non-equilibrium geometry.

Summary:
HOMO-LUMO gap	0.3409	Eh
ΔE to the lowest compared entry with this formula, charge and spin	3.4714	eV

Structure (ORCA input):
```
! RIJCOSX wB97M-V def2-TZVPD def2/J DEFGRID3
* xyz 0 1
S -1.10663 1.28512 0.90133
O 0.96101 0.12249 -0.60875
C 0.53277 -0.68133 0.44988
C -0.28545 -1.93327 0.01950
C -0.81600 1.83075 -1.73496
C 0.19990 0.18117 1.61551
C 1.08826 -2.08735 0.61558
C -0.10017 1.68886 -0.41639
H -1.10156 -2.17636 0.67451
H 0.69269 2.32750 -0.22635
H -0.50210 1.24753 -2.63166
H -0.78082 2.82953 -2.06381
H 0.77507 1.04433 2.07250
H -0.26880 -0.39319 2.37306
H -1.85693 1.49869 -1.71131
H 1.06100 -2.37858 1.63840
H -0.48646 -1.98659 -1.03532
H 1.99421 -2.41931 0.06828
*
```

Record 3
ORCA calculation (ωB97M-V/def2-TZVPD) on a cluster of 2 separate species, C6H10OS in total in a non-equilibrium geometry.

Summary:
HOMO-LUMO gap	0.3043	Eh
ΔE to the lowest compared entry with this formula, charge and spin	6.0069	eV

Structure (ORCA input):
```
! RIJCOSX wB97M-V def2-TZVPD def2/J DEFGRID3
* xyz 0 1
S -2.50475 -0.24015 -0.44267
O 1.20750 1.25173 0.18102
C -0.83604 -0.02760 0.32237
C 2.90889 -0.35734 -0.34171
C 1.51053 0.04699 -0.55302
C 0.43877 -0.88495 -0.16970
C -0.23659 1.37939 0.31323
C -0.03072 -1.01717 1.23458
H -0.13095 1.99045 1.34098
H -3.27788 1.30339 0.45390
H 0.17420 -1.60858 -1.10129
H 3.73272 0.40988 -0.25335
H -0.60499 1.92652 -0.65638
H 1.21699 0.09516 -1.70966
H 0.67996 -0.64851 1.91657
H 3.33878 -1.26984 0.50970
H -0.38676 -2.02530 1.48362
H 3.14480 -1.18060 -1.18405
*
```